Record 1
Computed, not measured: a cluster of 9 separate species, C38H37BF10N3O30P in total in a non-equilibrium geometry, with ωB97M-V/def2-TZVPD.

Calculated values
**Highest occupied orbital energy**: -8.16 eV
**Molar mass**: 1247.47 g/mol
**Gap between HOMO and LUMO**: 5.52 eV
**Structure (SMILES)**: CCOc1c(B(N)O)c(N(C(=O)F)C(=O)F)cc2c1C(=O)C([PH2]=N)=CC2=O.O=C1OC[C@@H](F)O1.O=C1OC[C@@H](F)O1.O=C1OC[C@@H](F)O1.O=C1OC[C@@H](F)O1.O=C1OC[C@@H](F)O1.O=C1OC[C@@H](F)O1.O=C1OC[C@@H](F)O1.O=C1OC[C@@H](F)O1
**Calculated total energy**: -5256.030519 Eh

Each line ends with the Mulliken charge.
Atoms and positions in Å:
C: 3.13057 6.37215 1.17343  -0.823
C: 1.58553 5.86925 1.56904  -0.165
O: 1.58961 4.83351 2.64298  -0.423
C: 0.79879 3.63996 2.19417  -0.304
C: -0.86555 3.56146 2.33771  0.247
B: -1.68059 4.81259 3.03974  0.492
N: -1.34582 6.28829 2.91143  -0.651
O: -2.84564 4.48230 3.93454  -0.557
C: -1.75111 2.25121 1.79353  0.091
N: -3.25428 2.17977 1.94544  0.521
C: -3.99321 2.99992 0.91151  0.501
O: -3.38917 3.60014 -0.11810  -0.408
F: -5.47901 3.15658 1.13739  -0.261
C: -3.78995 0.76709 1.87013  0.356
O: -4.06006 0.28592 0.62480  -0.385
F: -4.07162 -0.10692 3.06118  -0.248
C: -0.88609 1.01292 1.11973  -0.494
C: 0.76011 1.09290 1.00923  0.180
C: 1.64089 2.39098 1.54555  0.714
C: 3.26910 2.29284 1.37685  -0.148
O: 4.11255 3.30508 1.15898  -0.561
C: 3.92850 0.76498 1.54302  0.381
P: 5.65745 0.63265 2.34700  0.338
N: 5.59976 0.12823 3.88870  -0.512
C: 3.12241 -0.41730 1.04758  -0.315
C: 1.60927 -0.19794 0.36889  0.026
O: 1.09069 -0.99930 -0.57343  -0.602
H: 3.87269 6.04864 2.03290  0.208
H: 3.42902 5.72275 0.22001  0.162
H: 3.17049 7.52044 0.92018  0.338
H: 1.04062 6.86422 1.93933  0.286
H: 0.99596 5.49944 0.60057  0.248
H: -2.08024 6.88760 3.39158  0.252
H: -0.48334 6.42607 3.51564  0.279
H: -2.64864 3.52566 4.20092  0.320
H: -1.37742 0.01530 0.68746  0.295
H: 6.34733 1.91184 2.35681  0.105
H: 6.39075 -0.40089 1.60682  0.061
H: 4.57536 0.00449 4.14683  0.146
H: 3.60185 -1.49578 1.20972  0.334
C: -5.52037 3.74759 -3.49370  0.007
C: -4.45449 4.59480 -2.88721  0.436
O: -4.56071 5.81171 -3.59059  -0.315
C: -5.87157 5.89897 -3.95212  0.629
O: -6.40978 6.92542 -4.33239  -0.545
O: -6.51261 4.69671 -3.82924  -0.324
F: -3.23029 4.07200 -3.12317  -0.300
H: -5.18769 3.23386 -4.40189  -0.075
H: -5.90990 3.00425 -2.79291  0.277
H: -4.58189 4.77706 -1.81480  0.245
C: 5.78317 0.24926 -3.41755  -0.292
C: 4.63289 -0.69860 -3.42835  0.285
O: 5.04290 -1.72436 -2.55280  -0.277
C: 5.87553 -1.11756 -1.66106  0.676
O: 6.21307 -1.60823 -0.59655  -0.549
O: 6.28074 0.11256 -2.10161  -0.323
F: 4.45946 -1.23248 -4.65821  -0.198
H: 6.56605 -0.02649 -4.13200  0.217
H: 5.47503 1.27951 -3.61512  0.300
H: 3.69144 -0.26596 -3.07337  0.166
C: -5.23793 0.31749 -7.60100  -0.383
C: -4.69854 1.61188 -7.09573  0.311
O: -3.44128 1.25999 -6.56434  -0.255
C: -3.03530 0.18486 -7.29643  0.593
O: -1.88929 -0.23209 -7.32243  -0.537
O: -4.06812 -0.36537 -8.00496  -0.298
F: -5.46494 2.09486 -6.09223  -0.327
H: -5.74620 -0.26218 -6.82316  0.288
H: -5.92328 0.45248 -8.44212  0.286
H: -4.57044 2.37711 -7.86873  0.285
C: 9.79477 -0.89675 7.18247  -0.432
C: 8.53823 -1.68423 7.03193  0.308
O: 7.67140 -0.79685 6.36258  -0.263
C: 8.48709 0.00249 5.61937  0.585
O: 8.10268 0.70833 4.70182  -0.476
O: 9.79114 -0.08890 6.02259  -0.314
F: 8.00267 -1.97325 8.23912  -0.284
H: 9.78949 -0.25628 8.07082  0.277
H: 10.68321 -1.53320 7.21416  0.256
H: 8.65117 -2.60175 6.44464  0.284
C: -1.59473 -1.74827 5.12035  -0.343
C: -0.43098 -2.67904 5.15291  0.306
O: 0.47964 -2.09990 4.24613  -0.272
C: 0.22251 -0.76253 4.29096  0.608
O: 0.97586 0.09410 3.85910  -0.444
O: -0.98016 -0.49706 4.88642  -0.264
F: -0.77700 -3.90023 4.68747  -0.289
H: -2.29093 -1.96886 4.30424  0.168
H: -2.14927 -1.74261 6.06261  0.284
H: 0.03991 -2.77462 6.13710  0.294
C: -6.72955 -2.76182 0.45082  -0.397
C: -7.48408 -1.89581 1.40078  0.453
O: -7.79957 -2.76792 2.46228  -0.305
C: -6.79488 -3.68829 2.47551  0.686
O: -6.56611 -4.43840 3.40979  -0.549
O: -6.06897 -3.66329 1.31624  -0.288
F: -8.63916 -1.46421 0.84656  -0.297
H: -7.38533 -3.32161 -0.22444  0.281
H: -6.01112 -2.19521 -0.14768  0.259
H: -6.91201 -1.04333 1.78227  0.152
C: 5.34820 -2.69441 -7.29332  -0.209
C: 6.52498 -1.97474 -7.85810  0.290
O: 7.53792 -2.95493 -7.86620  -0.286
C: 6.88262 -4.14076 -8.01137  0.599
O: 7.42231 -5.18590 -8.33427  -0.532
O: 5.54411 -4.01474 -7.75838  -0.308
F: 6.91227 -0.96884 -7.04212  -0.250
H: 5.33655 -2.69336 -6.19822  0.161
H: 4.39958 -2.28821 -7.65461  0.282
H: 6.37312 -1.59380 -8.87365  0.248
C: -5.64341 -7.75675 2.02244  -0.354
C: -5.31279 -7.64868 0.57306  0.454
O: -6.19976 -8.55926 -0.03605  -0.302
C: -7.29301 -8.58688 0.77679  0.641
O: -8.37711 -9.04095 0.45058  -0.536
O: -7.02883 -8.03616 2.00088  -0.295
F: -4.04790 -8.06218 0.33481  -0.288
H: -5.11512 -8.57856 2.51734  0.276
H: -5.43871 -6.83040 2.56593  0.215
H: -5.46417 -6.64926 0.15146  0.184

Atoms 1-3, force components in eV/Å:
-0.3189 -1.7772 -0.4496
0.2204 2.4286 -1.2481
-2.7292 -2.4512 -2.4032

Record 2
Computed, not measured: a structure of composition C53H43IN5NaO4P2 in a non-equilibrium geometry, with ωB97M-V/def2-TZVPD.

Calculated values
**Highest occupied orbital energy**: -7.54 eV
**Molar mass**: 1025.80 g/mol
**Energy relative to the best compared isomer or geometry (same formula, charge and spin)**: 0.577 eV
**Gap between HOMO and LUMO**: 7.58 eV
**Calculated total energy**: -3762.923556 Eh

Each line ends with the Mulliken charge.
Atoms and positions in Å:
Na: 0.64330 -0.04347 0.16114  0.733
C: 4.50105 1.70453 1.73423  -0.872
C: 5.38567 0.70688 1.37061  -0.622
C: 4.94472 -0.60616 1.37244  -0.846
C: 3.62860 -0.87452 1.73340  0.636
N: 2.75790 0.08887 2.03778  0.045
C: 3.19797 1.34546 2.03836  0.004
C: 3.18578 -2.29520 1.86290  0.064
C: 4.00422 -3.16317 2.58298  -0.834
C: 3.62059 -4.48198 2.72174  -1.027
C: 2.44922 -4.89404 2.11597  -0.963
C: 1.69486 -3.96262 1.40730  0.559
N: 2.03891 -2.67689 1.30266  0.562
C: 0.43982 -4.41545 0.73751  -0.011
C: 0.37174 -5.68096 0.15831  -0.563
C: -0.82508 -6.10057 -0.39626  -0.779
C: -1.91423 -5.24689 -0.35472  -0.867
C: -1.74031 -3.99419 0.21501  -0.074
N: -0.59309 -3.57642 0.73834  0.588
H: 4.79946 2.74409 1.75237  0.489
H: 6.40354 0.94488 1.08974  0.425
H: 5.60634 -1.41724 1.09849  0.531
H: 2.46292 2.10497 2.28330  0.249
H: 4.90987 -2.79478 3.04431  0.590
H: 4.21698 -5.17487 3.30127  0.423
H: 2.10596 -5.91479 2.20958  0.573
H: 1.24457 -6.31921 0.13577  0.573
H: -0.90592 -7.07820 -0.85364  0.437
H: -2.87266 -5.53253 -0.76576  0.484
H: -2.56499 -3.28993 0.25351  0.224
O: 2.48465 1.48521 -0.81217  -0.148
C: 2.50149 2.69964 -0.93700  -0.418
C: 1.41593 3.61757 -0.68317  0.833
C: 1.65832 4.96441 -0.93701  -0.696
C: 0.66534 5.89726 -0.76801  -1.057
C: -0.61670 5.49713 -0.34724  -0.761
C: -0.87719 4.18493 -0.09245  -0.003
C: 0.12416 3.16219 -0.22777  -0.622
O: -0.11592 1.95199 0.02275  0.880
N: 0.93559 7.29412 -1.03246  1.055
O: 2.06051 7.61024 -1.38498  -0.665
O: 0.02072 8.08997 -0.89636  -0.666
H: 3.43620 3.18974 -1.28012  0.161
H: 2.63550 5.28815 -1.27544  0.590
H: -1.38246 6.25228 -0.23332  0.563
H: -1.86373 3.88861 0.23798  0.517
C: -2.96077 0.80287 -0.39276  -0.203
C: -3.04143 0.22904 1.03365  -2.167
P: -1.43754 0.24819 1.96749  1.043
C: -1.34916 1.91983 2.70728  0.289
C: -0.15359 2.21775 3.36367  -0.778
C: 0.03593 3.44852 3.96971  -0.573
C: -0.97026 4.40762 3.92585  -0.662
C: -2.16261 4.11924 3.28312  -0.689
C: -2.34974 2.88140 2.67682  -0.082
C: -1.99696 -0.68791 3.45985  0.516
C: -2.84593 -0.15245 4.42924  -0.460
C: -3.25512 -0.91757 5.51153  -0.774
C: -2.81860 -2.22977 5.64423  -0.628
C: -1.96583 -2.76869 4.69314  -0.546
C: -1.55411 -1.99960 3.61213  -0.204
P: -1.76070 -0.14905 -1.44414  0.658
C: -2.87082 -0.94906 -2.69088  0.521
C: -2.61240 -2.25957 -3.07716  -0.073
C: -3.37135 -2.87776 -4.06530  -0.728
C: -4.40476 -2.18720 -4.67600  -0.537
C: -4.66768 -0.87282 -4.30495  -0.874
C: -3.90381 -0.25951 -3.32611  -0.396
C: -1.06680 1.09490 -2.61354  0.684
C: -1.53631 2.39090 -2.79231  -0.096
C: -0.93673 3.23916 -3.71425  -0.580
C: 0.13184 2.79643 -4.48056  -0.772
C: 0.59726 1.49724 -4.32387  -0.563
C: 0.00274 0.65682 -3.39447  -0.914
H: -2.59986 1.82943 -0.34638  -0.685
H: -3.94892 0.79899 -0.85294  0.840
H: -3.32355 -0.82811 1.00330  0.686
H: -3.81972 0.73386 1.61035  0.771
H: 0.62772 1.46452 3.39681  0.565
H: 0.96883 3.66495 4.47585  0.442
H: -0.82006 5.37547 4.38643  0.398
H: -2.94931 4.86252 3.24446  0.434
H: -3.28987 2.68037 2.17567  0.210
H: -3.18205 0.87426 4.34615  0.293
H: -3.91138 -0.48663 6.25746  0.424
H: -3.13827 -2.82454 6.49068  0.375
H: -1.61088 -3.78690 4.79853  0.446
H: -0.87739 -2.41083 2.87376  0.170
H: -1.79390 -2.79679 -2.61416  0.415
H: -3.15197 -3.89724 -4.35744  0.446
H: -4.99978 -2.66382 -5.44444  0.369
H: -5.46378 -0.32177 -4.78969  0.417
H: -4.10273 0.77484 -3.07014  0.302
H: -2.36255 2.76488 -2.20005  0.333
H: -1.30030 4.25360 -3.82307  0.422
H: 0.60413 3.46131 -5.19248  0.402
H: 1.43022 1.14334 -4.91987  0.385
H: 0.37688 -0.35328 -3.26305  0.354
I: 4.67326 0.02662 -4.93406  0.083
C: 3.51947 -1.27898 -3.78428  -0.626
C: 3.20129 -2.54133 -4.25115  -0.345
C: 2.42903 -3.35754 -3.43884  -0.880
C: 2.01235 -2.87032 -2.21043  0.192
N: 2.30967 -1.65018 -1.76653  0.474
C: 3.05772 -0.86409 -2.54193  -0.016
H: 3.54364 -2.88358 -5.21857  0.411
H: 2.15475 -4.35420 -3.75793  0.510
H: 1.40261 -3.47776 -1.55121  -0.048
H: 3.27985 0.12099 -2.15399  0.322

Atoms 1-3, force components in eV/Å:
1.0028 -0.5135 -0.0948
0.0035 0.0267 -0.0160
0.0109 -0.0292 -0.0097

Record 3
Computed, not measured: a structure of composition C4H4O2 in a non-equilibrium geometry, with ωB97M-V/def2-TZVPD.

Calculated values
**Highest occupied orbital energy**: -9.39 eV
**Molar mass**: 84.07 g/mol
**Energy relative to the best compared isomer or geometry (same formula, charge and spin)**: 3.190 eV
**Gap between HOMO and LUMO**: 10.23 eV
**Calculated total energy**: -305.162230 Eh

Each line ends with the natural charge from an NBO analysis.
Atoms and positions in Å:
O: -0.00050 2.53133 0.34212  -0.521
C: 0.14018 1.35248 0.42045  0.792
O: -0.07021 0.52872 1.50098  -0.494
C: 0.52060 -0.59199 0.79147  -0.027
C: -0.53635 -0.72086 -0.56922  -0.367
C: 0.58404 0.21355 -0.47798  -0.381
H: -0.06792 -1.53597 0.76591  0.279
H: -0.38346 -1.59644 -1.20343  0.230
H: -1.55839 -0.43706 -0.35411  0.237
H: 1.37202 0.25626 -1.21618  0.251

Atoms 1-3, force components in eV/Å:
0.0970 -0.6669 0.0937
0.0166 0.6104 -0.0877
-0.2224 0.0378 -0.0248

Record 4
Computed, not measured: an isolated molecule of C15H16N6 in a non-equilibrium geometry, with ωB97M-V/def2-TZVPD.

Calculated values
**Highest occupied orbital energy**: -8.94 eV
**Molar mass**: 280.33 g/mol
**Energy relative to the best compared isomer or geometry (same formula, charge and spin)**: 3.637 eV
**Gap between HOMO and LUMO**: 9.29 eV
**Structure (SMILES)**: Cc1nc(CN2CCC/C2=N\C#N)n(-c2ccccc2)n1
**Calculated total energy**: -909.641313 Eh

Each line ends with the natural charge from an NBO analysis.
Atoms and positions in Å:
N: -0.44000 5.22441 -3.08623  -0.427
C: -0.65174 4.54500 -2.12546  0.412
N: -0.54208 -2.32348 -1.48791  -0.266
N: -0.34286 -0.14691 -1.99116  -0.480
N: -0.81275 3.68418 -1.13055  -0.595
C: -0.39331 -1.38609 -2.37894  0.311
C: -0.43165 -0.20997 -0.68653  0.368
C: 0.28698 3.16480 -0.46384  0.573
C: -1.04012 -3.52846 3.47036  -0.186
C: 0.04307 -2.63143 3.29882  -0.201
C: -2.08128 -3.50353 2.54750  -0.196
C: 0.10267 -1.95887 2.04219  -0.205
C: -1.88275 -2.86354 1.32170  -0.195
C: -0.77319 -2.10762 1.01198  0.108
N: -0.45899 -1.62265 -0.29396  -0.221
N: 0.18766 2.04581 0.39039  -0.391
C: -0.32608 -1.51388 -3.86009  -0.652
C: -0.85987 0.98282 0.18691  -0.264
C: 1.71417 3.61424 -0.45150  -0.501
C: 1.50755 1.49342 0.81011  -0.219
C: 2.54997 2.43615 0.12350  -0.398
H: -1.14727 -4.19341 4.38360  0.220
H: 0.74770 -2.50734 4.00317  0.213
H: -2.92322 -4.03679 2.81136  0.215
H: 0.97568 -1.40529 1.73080  0.209
H: -2.58242 -3.09896 0.58267  0.222
H: 0.17550 -2.46654 -4.16998  0.227
H: -1.35719 -1.78877 -4.25457  0.232
H: 0.07144 -0.65012 -4.40282  0.245
H: -1.09894 0.57349 1.15234  0.220
H: -1.78784 1.28836 -0.31672  0.270
H: 2.05560 3.80726 -1.44810  0.258
H: 1.78737 4.47945 0.16887  0.245
H: 1.73186 0.50779 0.46508  0.203
H: 1.61825 1.42933 1.87792  0.202
H: 3.31348 2.82697 0.85000  0.224
H: 3.06463 1.84017 -0.68090  0.220

Atoms 1-3, force components in eV/Å:
-1.0294 -2.0729 3.2712
1.8270 2.0405 -2.9802
0.5444 -0.3273 1.5057